This record from the OMol25 dataset describes a cluster of 2 separate species, C4H9N2 in total. The level of theory is the ωB97M-V functional and the def2-TZVPD basis.

```
15
Properties=species:S:1:pos:R:3:forces:R:3
N -0.65447 0.85079 0.26265 -0.8 0.3 -1.3
N -1.92886 0.15777 -1.56079 0.2 0.0 0.4
C -1.34647 -0.05710 -0.38479 -0.2 0.3 -0.2
C 0.01860 0.67143 1.44104 3.8 -1.8 -0.1
C 2.09252 -0.27915 0.66615 -3.2 1.6 1.3
C 1.88240 -0.95536 -0.40451 0.2 -0.4 -0.5
H 2.81313 0.04871 1.37265 0.6 0.0 0.2
H -1.50045 -1.01560 0.09184 0.1 0.0 0.0
H 2.67544 -1.47252 -0.93500 0.1 0.0 0.0
H -0.52019 1.75361 -0.18947 0.0 -0.2 0.0
H -0.25988 -0.16651 2.05504 -0.3 0.0 0.1
H -2.52377 -0.54387 -1.96956 0.0 0.0 0.0
H -1.86528 1.04918 -2.02902 0.0 -0.1 -0.1
H 0.89954 -1.06996 -0.85808 -0.2 0.1 0.0
H 0.40273 1.55399 1.91550 -0.2 0.2 0.1
```
Forces are in eV/Å.

The calculation puts the molar mass at 85.13 g mol⁻¹. As for the net charge: +1. Its orbital gap (alpha / beta) is 8.224 / 8.225 eV. Its LUMO energy (alpha / beta) is -4.13 / -4.13 eV.

These are the natural (NBO) partial charges, in e, on atoms 1 to 5:
1. N -0.501
2. N -0.726
3. C 0.347
4. C -0.245
5. C -0.063